(1)
{
  "formula": "C53H44BrIIrNP3",
  "method": "wB97M-V/def2-TZVPD",
  "molar_mass_g_mol": 1186.89,
  "relative_energy_kcal_mol": 14.1,
  "e_tot_ev": -165974.5368,
  "multiplicity": 6,
  "orbital_gap_ev": [6.60, 4.46],
  "total_charge": 4,
  "s2": 8.806,
  "species": ["Ir", "I", "C", "C", "C", "C", "C", "C", "C", "C", "C", "P", "C", "C", "C", "C", "C", "C", "C", "C", "C", "C", "C", "C", "C", "H", "H", "H", "H", "H", "H", "H", "H", "H", "H", "H", "H", "H", "H", "H", "H", "C", "C", "C", "C", "C", "Br", "N", "C", "H", "H", "H", "H", "H", "H", "C", "P", "C", "C", "C", "C", "C", "C", "C", "C", "C", "C", "C", "C", "P", "C", "C", "C", "C", "C", "C", "C", "C", "C", "C", "C", "C", "H", "H", "H", "H", "H", "H", "H", "H", "H", "H", "H", "H", "H", "H", "H", "H", "H", "H", "H", "H", "H", "H"],
  "positions_angstrom": [[0.9477, 0.0593, -1.1288], [1.0116, -1.9700, -3.1775], [1.4863, -3.7609, -2.2548], [0.7934, -4.8448, -2.8145], [1.1188, -6.1455, -2.4937], [2.1912, -6.3784, -1.6303], [2.8947, -5.3164, -1.0526], [4.0152, -5.6353, -0.2642], [4.7951, -4.6308, 0.2914], [4.3913, -3.3235, 0.1356], [3.2400, -2.9412, -0.5942], [2.8945, -1.1268, -0.2818], [3.0493, -1.1609, 1.5237], [4.0340, -0.4643, 2.2179], [4.1017, -0.5650, 3.6016], [3.2070, -1.3697, 4.2912], [2.2312, -2.0809, 3.5983], [2.1486, -1.9714, 2.2217], [4.3346, -0.3257, -1.0094], [5.1661, -0.9708, -1.9226], [6.2150, -0.2802, -2.5139], [6.4379, 1.0522, -2.1968], [5.6003, 1.7086, -1.2997], [4.5451, 1.0291, -0.7166], [2.5213, -3.9407, -1.2940], [0.0027, -4.6558, -3.5278], [0.5823, -6.9739, -2.9323], [2.4894, -7.3962, -1.4135], [4.2798, -6.6745, -0.1191], [5.6836, -4.8718, 0.8560], [4.9715, -2.5451, 0.6139], [4.7696, 0.1335, 1.6989], [4.8733, -0.0299, 4.1382], [3.2811, -1.4610, 5.3659], [1.5470, -2.7253, 4.1307], [1.3959, -2.5479, 1.6945], [5.0145, -2.0090, -2.1871], [6.8592, -0.7850, -3.2184], [7.2639, 1.5834, -2.6481], [5.7755, 2.7464, -1.0555], [3.8903, 1.5539, -0.0290], [-3.2838, 1.3190, -5.2089], [-1.8956, 1.4863, -4.6721], [-0.9491, 2.2753, -5.3297], [0.3347, 2.4078, -4.8256], [0.6019, 1.7267, -3.6587], [2.3232, 1.7110, -2.8433], [-0.2651, 0.9815, -2.9854], [-1.5033, 0.8619, -3.4953], [-3.8348, 2.2578, -5.1387], [-3.8314, 0.5575, -4.6583], [-3.2612, 1.0326, -6.2596], [-1.2143, 2.7804, -6.2495], [1.0841, 3.0030, -5.3249], [-2.1889, 0.2442, -2.9319], [-3.4349, 0.5612, 1.4101], [-2.3168, 0.4279, -0.0882], [-0.6762, 0.8862, 0.6308], [-0.2296, 0.4538, 1.9033], [0.8506, 1.0494, 2.5119], [1.5469, 2.0792, 1.8657], [1.1242, 2.5446, 0.6379], [-0.0128, 1.9773, 0.0357], [-2.1988, -1.3866, -0.2625], [-3.2881, -2.0209, -0.8706], [-3.2786, -3.3856, -1.0978], [-2.1677, -4.1429, -0.7409], [-1.0721, -3.5239, -0.1584], [-1.0887, -2.1552, 0.0819], [-4.2588, 2.1817, 1.4664], [-5.3153, 2.3915, 2.8285], [-5.8838, 1.2851, 3.4968], [-6.8020, 1.4922, 4.5018], [-7.1796, 2.7914, 4.8408], [-6.6460, 3.8913, 4.1730], [-5.7233, 3.7016, 3.1670], [-3.1038, 3.5235, 1.2382], [-2.3513, 4.0018, 2.3149], [-1.4717, 5.0529, 2.1204], [-1.3490, 5.6321, 0.8626], [-2.0999, 5.1634, -0.2069], [-2.9789, 4.1071, -0.0245], [-2.9118, 0.3933, 2.3566], [-4.1962, -0.2187, 1.3113], [-0.7523, -0.3508, 2.4071], [1.1729, 0.7177, 3.4888], [2.3959, 2.5374, 2.3555], [1.6231, 3.3755, 0.1570], [-0.4584, 2.4552, -0.8290], [-4.1592, -1.4482, -1.1683], [-4.1376, -3.8625, -1.5475], [-2.1768, -5.2128, -0.8934], [-0.2190, -4.1142, 0.1520], [-0.2514, -1.7082, 0.6145], [-5.5971, 0.2764, 3.2322], [-7.2349, 0.6540, 5.0273], [-7.8991, 2.9460, 5.6331], [-6.9613, 4.8897, 4.4399], [-5.3117, 4.5518, 2.6389], [-2.4742, 3.5773, 3.3040], [-0.9074, 5.4446, 2.9547], [-0.6846, 6.4733, 0.7243], [-2.0295, 5.6465, -1.1708], [-3.5915, 3.7634, -0.8473]],
  "atomic_forces_ev_per_a": [[0.41, -0.09, -0.07], [-0.10, -0.02, -0.17], [0.05, -0.22, 0.02], [0.01, -0.05, 0.01], [-0.02, 0.12, -0.01], [-0.04, 0.03, -0.03], [0.01, 0.10, 0.00], [-0.03, 0.06, -0.01], [-0.02, 0.08, -0.01], [0.02, -0.01, 0.03], [0.07, 0.01, -0.01], [-0.16, -0.09, -0.06], [-0.04, -0.01, 0.04], [0.01, 0.00, -0.03], [0.02, 0.01, 0.03], [-0.04, -0.05, 0.00], [0.07, 0.06, 0.00], [0.00, -0.01, 0.00], [0.00, 0.09, 0.02], [0.01, 0.01, -0.01], [-0.01, 0.12, 0.04], [-0.02, -0.04, -0.01], [0.03, -0.06, -0.03], [0.03, -0.08, 0.02], [-0.01, -0.14, 0.01], [-0.01, -0.01, -0.02], [-0.05, -0.03, -0.04], [0.05, -0.01, 0.04], [-0.01, -0.05, -0.01], [0.05, 0.01, 0.04], [0.04, -0.03, 0.03], [0.01, 0.04, -0.06], [0.02, 0.01, 0.01], [-0.01, 0.01, 0.04], [-0.04, -0.04, 0.05], [-0.01, -0.01, -0.05], [-0.03, -0.03, 0.00], [0.04, -0.03, -0.04], [0.03, 0.02, -0.02], [0.02, 0.05, 0.01], [-0.01, -0.02, 0.04], [-0.02, 0.01, 0.02], [0.01, -0.02, 0.02], [-0.05, -0.03, 0.03], [-0.05, -0.08, 0.09], [0.09, 0.00, 0.03], [0.01, 0.14, -0.05], [-0.03, 0.04, 0.04], [0.05, 0.01, -0.05], [-0.01, 0.00, -0.01], [-0.04, -0.01, 0.01], [0.00, 0.00, -0.01], [-0.01, 0.02, -0.03], [0.06, 0.01, 0.00], [-0.03, -0.02, -0.02], [0.10, -0.13, 0.10], [-0.07, 0.07, 0.09], [-0.35, 0.17, 0.33], [0.01, -0.03, -0.10], [0.01, 0.02, -0.06], [0.00, -0.06, 0.14], [-0.05, -0.11, -0.15], [-0.02, 0.16, -0.19], [-0.05, -0.04, -0.08], [0.06, 0.09, 0.01], [0.06, -0.08, 0.01], [0.02, 0.06, 0.03], [-0.09, -0.07, -0.01], [0.12, 0.09, 0.16], [-0.09, 0.04, -0.16], [-0.07, -0.02, 0.17], [-0.03, -0.02, 0.00], [0.09, -0.03, -0.07], [-0.02, 0.03, 0.03], [0.08, 0.01, -0.06], [-0.04, 0.05, 0.01], [0.04, 0.01, -0.04], [-0.01, -0.03, 0.10], [0.01, 0.00, -0.03], [0.01, -0.01, 0.00], [0.01, -0.01, 0.02], [-0.02, 0.00, 0.01], [0.00, -0.04, -0.04], [0.01, 0.08, -0.03], [0.01, 0.01, 0.03], [0.01, -0.02, 0.04], [0.03, 0.01, 0.02], [0.01, 0.03, 0.00], [0.01, 0.05, 0.02], [-0.02, 0.06, -0.01], [-0.04, -0.02, -0.02], [0.01, -0.05, -0.02], [0.03, -0.03, 0.04], [-0.08, -0.03, -0.09], [-0.01, -0.04, -0.01], [0.01, -0.05, 0.01], [-0.04, 0.01, 0.00], [0.02, 0.03, 0.00], [-0.01, 0.03, -0.01], [0.00, -0.02, 0.01], [0.03, 0.00, 0.04], [0.03, 0.05, -0.01], [0.01, 0.02, -0.05], [-0.03, -0.02, -0.03]],
  "lowdin_charge": [0.77, 1.26, -0.56, -0.12, 0.03, 0.09, -0.14, 0.09, 0.04, -0.03, -0.22, 0.94, -0.39, -0.07, -0.03, -0.03, -0.05, -0.11, -0.42, -0.07, -0.03, -0.02, -0.05, -0.20, -0.18, 0.11, 0.14, 0.15, 0.15, 0.14, 0.13, 0.11, 0.13, 0.13, 0.12, 0.10, 0.11, 0.13, 0.13, 0.13, 0.09, -0.01, -0.21, 0.04, -0.04, -0.70, 0.94, -0.15, -0.10, 0.10, 0.09, 0.10, 0.15, 0.13, 0.09, -0.46, 1.03, -0.47, -0.09, -0.04, -0.03, -0.08, -0.26, -0.40, -0.09, -0.04, -0.05, -0.09, -0.15, 1.16, -0.37, -0.06, -0.03, 0.01, -0.02, -0.06, -0.40, -0.08, -0.05, -0.04, -0.06, -0.10, 0.07, 0.06, 0.12, 0.12, 0.13, 0.12, 0.09, 0.11, 0.13, 0.12, 0.11, 0.04, 0.11, 0.13, 0.13, 0.13, 0.12, 0.12, 0.12, 0.12, 0.12, 0.11]
}

***

(2)
{
  "formula": "C53H44ClCuGeN3O2PS",
  "method": "wB97M-V/def2-TZVPD",
  "molar_mass_g_mol": 989.60,
  "relative_energy_kcal_mol": 16.8,
  "e_tot_ev": -198035.7097,
  "multiplicity": 2,
  "orbital_gap_ev": [7.26, 4.92],
  "total_charge": 1,
  "s2": 0.754,
  "species": ["Cu", "Cl", "C", "C", "C", "C", "C", "C", "P", "C", "C", "C", "C", "C", "C", "C", "C", "C", "C", "C", "C", "H", "H", "H", "H", "H", "H", "H", "H", "H", "H", "H", "H", "H", "H", "O", "C", "O", "C", "C", "Ge", "C", "C", "C", "C", "C", "C", "C", "C", "C", "C", "C", "C", "C", "C", "C", "C", "C", "C", "H", "H", "H", "H", "H", "H", "H", "H", "H", "H", "H", "H", "H", "H", "H", "H", "H", "H", "H", "N", "C", "N", "C", "C", "C", "C", "C", "C", "S", "H", "H", "H", "H", "H", "H", "N", "C", "C", "C", "C", "C", "C", "C", "H", "H", "H", "H", "H"],
  "positions_angstrom": [[2.7264, -0.8612, 0.2708], [5.8268, 0.3469, 1.0706], [5.9902, 1.2853, -0.3431], [7.2631, 1.7061, -0.7701], [7.4059, 2.4996, -1.9375], [6.2921, 3.0256, -2.5484], [5.0503, 2.7564, -1.9973], [4.8420, 1.7777, -1.0570], [3.1450, 1.2133, -0.6945], [2.3628, 1.1539, -2.3401], [3.1342, 0.8452, -3.4738], [2.5311, 0.7904, -4.7128], [1.1506, 0.9112, -4.8352], [0.3905, 1.2598, -3.7315], [0.9866, 1.2861, -2.4820], [2.5885, 2.7600, 0.0438], [3.0183, 3.0893, 1.3460], [2.5962, 4.2615, 1.9565], [1.6950, 5.1001, 1.3007], [1.2202, 4.7679, 0.0406], [1.7267, 3.6779, -0.6198], [8.1210, 1.2709, -0.2375], [8.3958, 2.5998, -2.3372], [6.3971, 3.7398, -3.3357], [4.1778, 3.2425, -2.4315], [4.1695, 0.5904, -3.3377], [3.1608, 0.6830, -5.6294], [0.6738, 0.8234, -5.7953], [-0.6756, 1.4076, -3.8639], [0.3239, 1.5141, -1.6418], [3.7104, 2.4260, 1.8906], [2.8788, 4.3377, 3.0210], [1.3669, 6.0048, 1.8926], [0.4514, 5.3601, -0.4560], [1.4802, 3.4746, -1.6777], [0.6116, -0.8825, 0.1095], [-0.4293, -1.5404, 0.4295], [-0.4485, -2.7265, 0.8589], [-1.7320, -0.7036, 0.4275], [-3.0816, -1.4441, 0.7373], [-4.8070, -0.6434, 0.1968], [-5.3706, -1.0267, -1.5763], [-6.3561, -1.9529, -1.9685], [-6.9087, -1.9097, -3.2098], [-6.2780, -1.0659, -4.1820], [-5.0802, -0.4225, -3.8959], [-4.6835, -0.3129, -2.5689], [-4.6581, 1.3047, 0.3907], [-5.3592, 2.1525, -0.5148], [-5.2959, 3.5059, -0.4156], [-4.4532, 4.0926, 0.5310], [-3.6901, 3.2690, 1.3783], [-3.8210, 1.8647, 1.3108], [-6.4961, -1.1510, 1.1276], [-7.6631, -0.3393, 1.0990], [-8.8754, -0.8177, 1.5551], [-8.9750, -2.1030, 2.0474], [-7.7924, -2.9327, 2.0511], [-6.5585, -2.3990, 1.6600], [-1.7818, -0.1749, -0.5364], [-1.6146, 0.1504, 1.1182], [-3.1384, -1.6393, 1.8314], [-3.2083, -2.3956, 0.2135], [-6.6192, -2.7858, -1.2623], [-7.7360, -2.5640, -3.4203], [-6.7970, -0.9954, -5.1189], [-4.6472, 0.1856, -4.7250], [-3.9570, 0.3534, -2.2731], [-6.0702, 1.7456, -1.2194], [-5.9946, 4.0755, -1.0328], [-4.4726, 5.2047, 0.7108], [-3.0250, 3.7304, 2.0811], [-3.2845, 1.2566, 1.9998], [-7.6368, 0.5588, 0.5346], [-9.7224, -0.1890, 1.5277], [-9.9373, -2.4871, 2.4117], [-7.8469, -3.9973, 2.2302], [-5.6568, -3.0326, 1.8022], [1.9424, -3.8915, 1.1151], [3.0061, -3.7339, 0.3826], [3.3662, -2.5728, -0.2024], [4.4088, -2.7910, -1.0761], [4.9667, -1.8350, -1.9931], [5.9148, -2.2889, -2.8872], [6.4809, -3.5828, -2.7743], [5.9437, -4.5411, -1.9215], [4.8815, -4.1408, -1.0908], [3.9379, -5.1364, -0.0877], [1.0445, -3.2084, 1.0941], [1.8009, -4.8384, 1.4392], [4.5249, -0.8658, -1.9581], [6.2131, -1.6627, -3.7169], [7.2595, -3.8427, -3.4830], [6.2495, -5.5833, -1.9248], [2.9942, -0.5859, 2.1766], [2.7732, -0.9172, 3.2660], [2.4664, -1.0484, 4.6430], [2.1288, -0.0112, 5.4895], [2.2919, -0.1150, 6.8700], [2.6554, -1.3453, 7.4100], [2.7786, -2.4906, 6.5630], [2.6776, -2.3199, 5.1973], [1.7427, 0.9073, 5.0655], [2.0932, 0.7561, 7.4590], [2.6108, -1.5412, 8.5086], [2.8713, -3.5365, 6.9199], [2.7486, -3.1802, 4.5184]],
  "atomic_forces_ev_per_a": [[-1.06, 0.58, -0.59], [-0.06, -0.54, 0.27], [-0.08, 1.78, -1.91], [-0.42, -0.73, -0.22], [0.00, -1.37, 1.26], [0.16, 0.41, 1.01], [-0.73, 0.09, -1.28], [1.42, -1.26, 1.62], [-0.10, 1.23, -0.50], [0.25, -0.71, -0.14], [-0.54, 0.09, 0.57], [0.53, -0.34, -1.23], [0.32, 0.78, 0.01], [0.02, -0.93, -0.25], [-0.81, 0.79, 0.44], [-0.94, 1.31, 0.59], [0.13, -0.66, -0.50], [-0.08, -0.78, 0.38], [-0.18, 0.87, 1.72], [-0.11, 0.92, -0.06], [0.77, -1.77, -0.49], [-0.29, 0.48, -0.38], [0.29, 0.41, -0.10], [-0.05, 0.18, -0.49], [0.12, -0.13, -0.01], [0.33, 0.37, -0.31], [-0.64, -0.25, 0.93], [0.01, 0.03, -0.26], [0.07, 0.00, 0.25], [0.48, -0.20, -0.04], [-0.45, 0.22, -0.30], [-0.12, 0.69, -0.77], [0.09, -1.07, -1.10], [0.36, 0.09, 0.16], [-0.14, 0.27, 0.89], [0.84, 0.24, -0.38], [-0.69, -0.50, 1.33], [0.53, 1.20, -0.50], [-0.93, 0.02, -0.55], [0.17, -0.12, 0.67], [-0.79, 0.99, 1.34], [1.04, -0.26, -1.57], [0.48, -0.82, 2.01], [1.18, 0.89, -1.21], [-0.82, -1.32, 1.07], [-0.95, 1.13, -1.24], [-2.16, -1.69, -0.32], [-0.71, -0.26, -1.89], [0.03, -1.31, 0.89], [-0.24, 1.05, 0.16], [0.21, 0.64, 0.92], [-0.79, 0.02, -0.84], [0.15, 1.76, 0.02], [0.48, 1.67, 0.00], [1.16, -1.47, -0.62], [0.80, -0.30, 0.34], [1.46, -1.78, 0.18], [-1.42, 1.11, -0.23], [-0.48, -1.83, 0.92], [0.04, -0.33, -0.01], [0.21, -0.57, -0.03], [0.07, -0.11, -0.69], [0.74, -0.16, 0.20], [-0.25, 1.23, -0.50], [-0.19, 0.04, -0.42], [0.34, 0.12, -0.57], [-0.04, -0.56, 0.93], [1.75, 1.39, 0.38], [0.12, -0.30, -0.15], [0.49, 0.17, 0.17], [0.23, -1.32, -0.42], [0.18, 0.08, 0.37], [0.41, -0.39, 0.49], [0.08, 0.99, -0.06], [-0.88, 0.58, -0.07], [0.53, 0.06, -0.28], [-0.18, 0.03, 0.54], [-0.63, 0.41, -0.40], [-1.51, 0.74, 1.13], [0.08, 0.53, -1.22], [-0.27, -1.87, 0.86], [1.85, -0.38, -1.36], [-0.88, -2.25, 1.38], [0.38, -0.32, 0.39], [-0.64, 0.17, -0.50], [-0.52, 0.75, 0.25], [0.88, 1.60, -1.26], [-0.38, -0.01, 0.71], [0.72, -1.14, -0.26], [-0.35, 0.22, 0.07], [0.04, 0.57, -0.42], [0.29, 0.16, 0.17], [-0.07, -0.13, 0.14], [0.21, 0.24, -0.03], [0.02, -1.13, 1.82], [-0.70, 1.76, -1.39], [0.33, -1.56, 0.68], [0.27, 1.20, -0.05], [-0.07, -0.91, -0.75], [-0.73, -1.59, 0.45], [-0.44, 0.34, 0.37], [0.44, -0.54, -0.27], [0.33, 0.17, -0.01], [-0.12, 0.13, 0.43], [0.46, 0.51, -1.02], [0.08, 1.06, 0.15], [0.20, 0.38, 0.35]],
  "lowdin_charge": [0.48, 0.74, -0.66, -0.08, -0.05, -0.06, -0.10, -0.37, 1.06, -0.35, -0.10, -0.06, -0.06, -0.06, -0.11, -0.33, -0.10, -0.08, -0.07, -0.08, -0.08, 0.11, 0.11, 0.11, 0.12, 0.09, 0.13, 0.11, 0.11, 0.12, 0.09, 0.12, 0.13, 0.12, 0.11, -0.10, -0.58, -0.01, -0.15, -0.25, 1.01, -0.28, -0.11, -0.07, -0.07, -0.09, -0.12, -0.26, -0.12, -0.10, -0.09, -0.08, -0.12, -0.28, -0.08, -0.10, -0.07, -0.07, -0.16, 0.10, 0.10, 0.08, 0.06, 0.12, 0.10, 0.09, 0.11, 0.06, 0.10, 0.11, 0.12, 0.09, 0.08, 0.08, 0.09, 0.10, 0.09, 0.11, 0.12, -0.65, -0.03, -0.27, -0.01, -0.07, -0.07, -0.07, -0.49, 1.14, 0.10, 0.10, 0.04, 0.11, 0.11, 0.11, 0.15, -0.04, -0.22, -0.02, -0.05, -0.04, -0.05, -0.04, 0.12, 0.11, 0.13, 0.12, 0.12]
}